# C22H35Cl24N3

A cluster of 9 separate species, C22H35Cl24N3 in total at a distorted geometry (ωB97M-V/def2-TZVPD, the OMol25 dataset).

```
84
Properties=species:S:1:pos:R:3:forces:R:3:mulliken_charge:R:1
Cl -14.902433 40.373050 -1.166814 -0.100 -0.006 -0.029 0.096
C -14.976373 39.302832 -2.564899 0.411 0.319 -0.369 0.141
Cl -15.509508 37.700465 -2.066269 0.097 -0.007 -0.074 -0.086
Cl -16.099596 39.957926 -3.769987 0.152 -0.260 0.063 -0.034
Cl -13.339643 39.237243 -3.319312 -0.508 -0.168 0.301 -0.110
Cl -15.289702 43.348831 -3.535652 -0.449 0.405 -0.075 0.051
C -16.299532 44.352978 -4.613875 0.533 -0.336 -0.394 0.119
Cl -17.206146 45.556148 -3.708831 -0.029 -0.241 0.066 -0.020
Cl -15.222155 45.166601 -5.772938 -0.029 0.105 0.145 -0.110
Cl -17.378860 43.306617 -5.564278 -0.059 0.103 0.398 -0.088
Cl -14.442714 41.450849 6.396859 0.235 0.227 0.116 -0.090
C -14.541907 42.981055 5.512164 -0.150 -0.131 -0.274 0.248
Cl -13.573241 44.259016 6.245500 0.116 -0.246 0.083 -0.105
Cl -14.003727 42.705143 3.842801 0.092 0.078 0.128 0.011
Cl -16.224243 43.492269 5.492680 -0.211 0.168 0.052 -0.093
Cl -16.003179 36.779324 4.476002 0.036 -0.004 -0.223 -0.104
C -15.754900 37.952109 3.177747 -0.361 0.065 -0.331 0.300
Cl -15.354331 37.163424 1.638902 0.004 -0.116 0.258 -0.068
Cl -17.276404 38.862738 2.917547 0.393 -0.140 0.239 -0.093
Cl -14.437908 39.031419 3.614709 -0.098 0.159 0.016 -0.064
Cl -11.044466 44.640855 0.220014 -0.196 -0.135 -0.420 -0.109
C -12.274575 43.412106 -0.179145 0.743 -0.475 0.540 0.145
Cl -12.032205 42.070087 0.996791 -0.133 0.079 -0.335 -0.099
Cl -13.860336 44.070265 0.046421 -0.477 0.165 -0.105 0.000
Cl -12.081050 42.776018 -1.821241 0.074 0.276 0.280 -0.054
Cl -22.076790 36.574990 -3.657859 0.265 0.070 -0.427 -0.119
C -20.725668 37.365744 -4.544974 -0.109 -0.388 0.958 0.318
Cl -20.000307 36.250564 -5.690068 0.010 -0.100 0.041 -0.092
Cl -21.316932 38.769167 -5.372455 -0.194 0.464 -0.280 -0.091
Cl -19.537030 37.848278 -3.307813 0.052 -0.063 -0.297 -0.058
C -21.506546 44.421445 -2.378132 0.007 0.069 0.410 -0.187
C -21.745101 44.239291 -3.754544 0.447 -0.030 -0.384 -0.503
C -21.267598 45.358706 -4.398595 -0.213 -0.060 -0.027 -0.627
N -20.786151 46.222396 -3.448149 -0.157 -0.336 0.078 0.051
C -20.928437 45.650250 -2.215468 -0.177 0.012 0.395 -0.692
H -21.741479 43.740178 -1.576800 -0.021 -0.025 -0.024 0.469
H -22.134821 43.338417 -4.199532 -0.079 0.141 -0.175 0.432
H -21.241834 45.613880 -5.444369 0.009 -0.006 0.010 0.407
H -20.460284 47.154248 -3.611621 0.075 0.072 -0.103 0.208
H -20.697656 46.154938 -1.291485 0.200 0.148 -0.154 0.459
C -17.381485 44.886229 0.522514 0.213 -0.337 0.083 -0.734
C -18.105943 43.660651 -0.027899 0.910 0.130 -0.551 -0.112
N -17.353710 42.425810 0.160336 0.052 -0.156 0.431 0.685
C -16.850425 42.217006 1.532886 0.200 -0.541 -0.807 0.132
C -17.846215 42.333239 2.678800 0.004 -0.175 -0.040 -1.405
C -18.177102 41.283588 -0.233010 -0.016 -0.386 -0.048 -0.426
C -18.508382 41.224515 -1.722804 -0.321 0.546 -0.305 -0.392
H -17.905065 45.775569 0.174323 0.039 0.163 0.344 0.211
H -16.357740 44.931216 0.143145 -0.149 -0.039 -0.389 -0.091
H -17.230773 44.866898 1.603371 -0.492 0.221 0.056 0.242
H -19.142068 43.553729 0.319817 -0.062 0.240 0.226 0.194
H -18.129806 43.826942 -1.108387 -0.443 -0.091 -0.049 0.207
H -16.475044 41.190461 1.475943 0.018 0.008 0.356 0.155
H -15.945903 42.804171 1.701365 -0.229 0.354 0.033 -0.076
H -17.443370 41.771592 3.521198 -0.128 0.136 0.146 0.486
H -18.036698 43.360344 2.989012 0.060 0.010 0.002 0.287
H -18.808456 41.889292 2.416765 0.021 -0.051 0.013 0.181
H -19.080712 41.274542 0.396129 -0.285 -0.094 -0.298 0.249
H -17.671844 40.343943 0.003819 0.341 0.223 0.195 0.418
H -19.465823 41.682848 -1.969597 -0.090 0.133 0.087 0.302
H -18.551696 40.212460 -2.120852 0.025 -0.109 0.284 -0.295
H -17.760819 41.749697 -2.320150 0.127 0.021 0.181 -0.002
C -17.771123 49.029537 0.171029 0.481 -0.129 2.133 -1.362
C -17.734038 50.085284 1.300619 -0.523 0.387 -0.657 -0.449
N -18.162720 49.652341 2.619740 -0.001 -0.119 -0.062 0.005
C -18.426193 50.802399 3.493327 -0.505 -0.524 0.284 -0.708
C -17.207584 51.622140 3.909298 0.575 -0.129 -0.150 -1.028
C -17.206712 48.691313 3.176526 -0.451 -0.072 0.784 -0.104
C -17.510935 48.298920 4.634529 0.224 0.243 -0.512 -1.562
H -16.931025 48.365725 0.390073 0.068 -0.125 -0.760 0.250
H -17.703116 49.544305 -0.778672 0.040 -0.299 -0.245 0.476
H -18.668645 48.426092 0.314296 -0.187 0.155 -0.441 0.302
H -16.728115 50.525306 1.367477 0.056 0.061 -0.275 0.335
H -18.429690 50.862033 0.969136 0.129 0.236 0.294 0.434
H -19.225911 51.389289 3.036256 0.379 0.296 -0.342 0.451
H -18.958999 50.399902 4.357474 0.357 0.038 0.301 0.375
H -17.427043 52.412314 4.625502 -0.228 0.061 -0.114 0.389
H -16.434969 51.002829 4.373944 -0.248 -0.178 0.183 0.260
H -16.670189 52.048624 3.059052 -0.350 0.250 -0.080 0.288
H -16.186505 49.096600 3.123093 0.165 -0.284 -0.238 0.362
H -17.323322 47.763924 2.613802 0.466 0.130 -0.316 0.192
H -17.350835 49.130033 5.319090 -0.353 0.075 0.041 0.363
H -16.828517 47.523643 4.984694 -0.066 -0.190 -0.253 0.404
H -18.536011 47.930299 4.654350 -0.024 0.054 0.400 0.350
```
Positions in Å, forces in eV/Å.

Calculated values
highest occupied orbital energy: -8.33 eV
lowest unoccupied orbital energy: 0.15 eV
orbital gap: 8.5 eV
SMILES: ClC(Cl)(Cl)Cl.ClC(Cl)(Cl)Cl.ClC(Cl)(Cl)Cl.ClC(Cl)(Cl)Cl.ClC(Cl)(Cl)Cl.ClC(Cl)(Cl)Cl.c1cc[nH]c1.CCN(CC)CC.CCN(CC)CC
net charge: 0

---

# C22H35Cl2FO8P

A cluster of 5 separate species, C22H35Cl2FO8P in total at a distorted geometry (ωB97M-V/def2-TZVPD, the OMol25 dataset).

```
69
Properties=species:S:1:pos:R:3:forces:R:3:mulliken_charge:R:1
C -0.804696 -1.866708 1.080316 -0.876 -0.116 -0.878 -0.658
C -1.705806 -0.457493 1.098292 2.441 -1.771 0.973 0.085
Cl -3.080179 -0.769397 -0.161664 1.398 0.700 1.266 -0.296
C -0.677217 0.738032 0.651537 -3.033 0.947 -0.628 0.520
Cl 0.701588 0.821771 1.942603 -0.461 -0.346 -0.307 -0.336
C -1.338332 2.244992 0.624530 1.322 -1.926 -1.745 -0.392
F -2.789611 2.222777 0.990836 1.538 -0.491 -0.669 -0.357
P -1.115064 2.839318 -1.217626 -0.982 0.503 1.187 0.201
C 0.821726 2.821521 -1.430209 0.711 -0.698 0.614 -0.793
C -1.849165 1.577493 -2.448220 0.919 -0.897 -1.831 -0.443
H -0.309232 -1.889222 -0.000566 -0.721 -0.014 2.493 -0.046
H -0.026611 -1.922786 1.952346 -1.459 0.261 -1.931 0.268
H -1.506396 -2.825184 1.116408 1.327 2.035 0.084 0.250
H -2.121652 -0.369427 2.192959 0.417 0.348 -2.502 0.300
H -0.152649 0.420749 -0.345989 -0.818 0.533 2.060 -0.300
H 1.168066 3.255933 -2.460377 -0.838 -0.686 1.966 0.289
H 1.266256 3.457631 -0.530260 -1.057 -1.283 -2.050 0.140
H 1.273820 1.743323 -1.331268 -0.690 1.831 -0.238 0.259
H -1.061627 0.705077 -2.580500 -1.891 1.141 0.126 -0.088
H -2.929350 1.202814 -2.199021 2.269 0.712 -0.186 0.131
H -1.905288 2.107088 -3.516205 0.117 -1.046 2.204 0.320
O 2.235378 -3.110458 1.963997 1.953 0.363 0.584 -0.577
C 3.203692 -2.517549 2.410096 -1.971 -0.767 -0.471 0.425
O 4.427611 -3.086870 2.615246 -0.506 -0.252 -0.341 -0.393
C 5.285970 -2.137427 3.245767 0.657 0.048 0.234 -0.408
C 4.694442 -0.790348 2.922671 0.364 0.759 0.050 -0.646
C 3.217550 -1.086082 2.853805 0.352 0.345 -0.276 0.247
H 5.298499 -2.338605 4.322120 -0.009 -0.013 -0.050 0.238
H 6.301935 -2.241522 2.853851 -0.195 -0.249 0.043 0.333
H 4.952824 -0.020071 3.654150 0.038 -0.130 -0.091 0.334
H 5.048152 -0.455923 1.939786 -0.022 -0.032 0.170 0.272
H 2.741401 -1.011520 3.835404 -0.161 0.016 -0.168 0.317
H 2.713147 -0.443540 2.128457 -0.225 -0.327 0.368 -0.142
O 2.724697 -0.908795 -4.520242 -1.319 -1.269 0.778 -0.619
C 2.136745 -1.824628 -3.969115 0.881 1.878 -0.682 0.433
O 0.834075 -1.769858 -3.563847 0.772 0.290 -0.528 -0.330
C 0.510757 -2.970027 -2.863246 -0.609 -0.246 0.457 0.069
C 1.517546 -3.987694 -3.331913 0.019 -0.933 0.031 -0.599
C 2.739644 -3.145362 -3.597169 0.042 -0.550 -0.152 -0.292
H 0.584241 -2.777304 -1.787782 -0.009 -0.016 -0.116 -0.173
H -0.513947 -3.270716 -3.100280 0.116 0.317 0.047 0.351
H 1.687477 -4.789789 -2.608784 -0.111 0.121 -0.057 0.326
H 1.175471 -4.443705 -4.268958 0.021 0.045 0.146 0.271
H 3.349879 -3.019316 -2.698537 0.053 0.061 -0.140 0.232
H 3.336414 -3.551320 -4.417216 0.160 0.326 0.227 0.288
O -7.453734 -5.716187 0.963198 1.160 1.362 -0.103 -0.615
C -6.512616 -4.957138 1.125430 -1.385 -1.186 -0.667 0.452
O -6.208221 -3.919247 0.292174 -0.780 -0.967 0.422 -0.364
C -4.988860 -3.315760 0.721990 0.502 0.755 -0.213 -0.090
C -4.849485 -3.691188 2.174074 0.511 0.351 0.674 -0.385
C -5.501810 -5.049479 2.228117 0.127 0.247 0.497 -0.359
H -4.169949 -3.708984 0.110494 -0.069 0.087 0.028 0.173
H -5.045244 -2.232017 0.584365 -0.092 -0.416 -0.157 0.145
H -3.812966 -3.689417 2.521605 -0.123 0.097 -0.117 0.245
H -5.415944 -2.986847 2.795396 0.127 -0.066 -0.109 0.284
H -4.793786 -5.850399 1.997810 -0.155 -0.057 0.051 0.250
H -5.984880 -5.224449 3.192192 0.025 -0.337 -0.277 0.283
O -0.555384 5.729989 -1.600403 2.129 1.601 0.977 -0.470
C 0.250048 6.453398 -1.038141 -2.132 -1.735 -1.099 0.401
O 1.342263 6.003374 -0.353500 -0.226 0.040 -0.324 -0.214
C 1.996626 7.110602 0.264266 0.433 -0.103 0.391 -0.468
C 1.562385 8.319083 -0.523090 0.340 0.890 -0.087 -0.494
C 0.166527 7.947504 -0.955429 0.210 0.544 -0.147 -0.480
H 1.682169 7.162045 1.311947 0.015 -0.017 -0.053 0.272
H 3.080335 6.966598 0.226103 -0.204 -0.215 0.037 0.309
H 1.609720 9.247490 0.052209 0.079 -0.124 -0.020 0.310
H 2.201674 8.435529 -1.406698 -0.054 -0.009 0.153 0.260
H -0.578977 8.222773 -0.204254 -0.058 -0.061 -0.156 0.269
H -0.082076 8.382855 -1.926036 -0.300 -0.205 0.230 0.270
```
Positions in Å, forces in eV/Å.

Calculated values
highest occupied orbital energy: -2.65 eV
lowest unoccupied orbital energy: 2.37 eV
orbital gap: 5.0 eV
net charge: -1

---

# C22H35EuO3

A structure of composition C22H35EuO3 at a distorted geometry (ωB97M-V/def2-TZVPD, the OMol25 dataset).

```
61
Properties=species:S:1:pos:R:3:forces:R:3:mulliken_charge:R:1
O -0.028398 -2.362593 -2.095659 0.291 0.125 0.372 -0.185
C 0.583859 -2.742217 -3.343777 -0.040 -0.132 0.441 -0.412
C 0.824070 -4.177761 -2.840628 -0.292 0.179 0.253 -0.935
H 1.482662 -2.130903 -3.480409 -0.051 -0.194 -0.381 0.185
H -0.107623 -2.650280 -4.185993 0.150 0.165 0.074 0.250
C 0.199781 -3.670652 -1.500160 0.011 -0.244 -0.502 1.757
H 1.879261 -4.464489 -2.792043 -0.301 -0.178 0.007 0.291
H 0.196156 -4.937971 -3.318750 0.390 0.103 -0.024 0.355
C 1.146260 -3.683389 -0.312956 0.131 0.001 0.162 -1.380
H 2.160055 -3.359451 -0.577226 -0.172 0.088 -0.019 0.378
H 1.229363 -4.714638 0.064113 -0.024 0.270 -0.111 0.506
H 0.760444 -3.062792 0.507538 0.119 -0.089 -0.289 -0.187
C -1.137172 -4.260175 -1.103894 -0.215 -0.149 0.098 -1.700
H -1.834281 -4.286320 -1.955306 0.248 0.028 0.276 0.420
H -1.581019 -3.637489 -0.308570 0.102 -0.209 -0.278 0.195
H -1.001702 -5.277265 -0.710052 -0.109 0.187 -0.115 0.488
Eu -0.021057 0.976255 1.125216 -2.919 0.895 -1.370 1.181
C -3.512701 0.337316 -0.620110 0.605 0.116 -0.447 -1.066
C -3.277428 1.722208 -0.864882 0.647 -0.432 -0.273 -0.309
C -2.034433 1.840946 -1.555845 -0.322 -0.203 0.577 -0.792
H -3.948106 2.540944 -0.600299 0.214 -0.223 -0.096 0.440
C -1.491528 0.530718 -1.714348 0.240 0.248 0.728 -0.901
C -2.418037 -0.396100 -1.153200 -0.347 0.304 0.454 -0.140
H -2.310763 -1.478555 -1.185552 -0.026 0.293 0.039 0.629
H -4.393905 -0.083033 -0.133754 0.260 0.109 -0.140 0.436
H -1.587436 2.757687 -1.937319 -0.116 -0.287 0.123 0.456
H -0.564707 0.274591 -2.226165 -0.291 0.008 -0.117 0.568
C -2.027148 0.262511 2.727570 0.475 -0.394 0.405 -0.757
C -1.841335 -0.981745 2.053244 -0.039 0.277 0.157 -0.574
C -0.597714 -1.530713 2.453469 -0.004 0.660 0.053 -0.362
H -2.528428 -1.431783 1.326712 0.379 0.371 0.494 0.552
C 0.030634 -0.611580 3.347125 -0.500 0.253 0.122 -1.268
C -0.881617 0.475086 3.579450 -0.050 -0.613 -0.552 -0.552
H -0.764624 1.257140 4.334662 0.023 -0.289 -0.481 0.792
H -2.882277 0.937031 2.607040 0.365 -0.412 0.118 0.530
H -0.251204 -2.533228 2.212459 0.081 0.409 -0.092 0.812
H 1.023873 -0.716599 3.780649 -0.356 -0.112 0.165 0.472
O 1.996059 1.052665 0.172528 2.250 0.157 -0.674 -0.121
C 2.479411 -0.297415 -0.137586 -0.188 0.074 -0.431 0.031
C 3.895293 -0.150475 -0.725212 -0.134 -0.127 -0.034 -0.641
H 1.759107 -0.732784 -0.857940 0.350 0.095 0.257 -0.105
H 2.459957 -0.902721 0.783612 0.033 0.298 -0.192 0.377
C 4.241314 1.354751 -0.733876 -0.255 0.075 0.296 -0.554
H 3.915755 -0.563937 -1.738927 0.031 0.078 0.228 0.322
H 4.614938 -0.700394 -0.120612 -0.035 -0.051 -0.077 0.334
C 2.962284 2.092904 -0.302733 -0.373 -0.268 -0.213 -0.477
H 4.554056 1.669950 -1.733445 -0.098 0.011 0.213 0.286
H 5.059723 1.591129 -0.041867 -0.217 -0.189 -0.175 0.253
H 2.505806 2.629994 -1.147510 -0.112 -0.287 0.452 0.277
H 3.115295 2.788010 0.526510 -0.157 -0.190 -0.159 0.318
C -0.775525 3.966828 2.769372 0.109 0.584 0.222 -1.206
C -1.058226 3.620733 1.312922 0.034 -0.181 0.230 1.477
C -1.528343 4.723313 0.400254 -0.148 0.463 0.006 -1.630
O 0.115627 3.110460 0.746815 0.666 -1.652 0.477 -0.603
H 0.107275 4.612775 2.824611 -0.155 0.093 -0.031 0.335
H -0.531075 3.071927 3.360642 -0.148 0.198 -0.292 0.083
H -1.619962 4.464277 3.254837 0.030 -0.006 -0.008 0.381
H -1.884688 2.873160 1.347825 0.057 -0.231 -0.261 -0.302
H -0.724999 5.446380 0.281243 0.095 0.196 0.131 0.375
H -1.724557 4.317270 -0.587413 -0.070 -0.129 0.051 0.268
H -2.426300 5.230490 0.743599 -0.121 0.061 0.153 0.351
```
Positions in Å, forces in eV/Å.

Calculated values
highest occupied orbital energy (alpha / beta): -6.15 / -6.17 eV
lowest unoccupied orbital energy (alpha / beta): -1.02 / -0.10 eV
orbital gap (alpha / beta): 5.1 / 6.1 eV
spin multiplicity: 7
net charge: 0